Record 1
# C29H35CeGeN5O6S

C29H35CeGeN5O6S as an isolated structure in a non-equilibrium geometry (the ωB97M-V functional and the def2-TZVPD basis, OMol25).

The geometry in XYZ format:
```
78
C29H35CeGeN5O6S, DFT the ωB97M-V functional and the def2-TZVPD basis
Ce -0.10 1.16 -0.09
C -0.63 -3.74 0.58
C -0.76 -2.31 0.15
N -0.20 -1.35 0.81
N 0.40 -1.78 1.97
C 1.29 -0.96 2.47
N 1.78 -1.31 3.69
S 1.97 0.50 1.80
C -1.59 -1.96 -1.03
C -2.44 -2.90 -1.62
C -3.21 -2.54 -2.70
C -3.13 -1.24 -3.18
C -2.28 -0.36 -2.53
N -1.53 -0.69 -1.49
H 0.40 -3.93 0.87
H -0.91 -4.43 -0.20
H -1.23 -3.93 1.47
H 1.32 -2.04 4.19
H 2.35 -0.65 4.19
H -2.50 -3.90 -1.22
H -3.88 -3.26 -3.16
H -3.70 -0.91 -4.03
H -2.21 0.66 -2.87
C 4.64 1.09 -2.48
Ge 2.88 1.84 -2.06
C 3.02 2.87 -0.39
C 2.45 3.13 -3.47
C 1.62 0.37 -1.80
H 5.38 1.89 -2.56
H 4.60 0.55 -3.43
H 4.97 0.39 -1.71
H 3.65 3.75 -0.58
H 3.47 2.28 0.41
H 2.06 3.26 -0.04
H 3.33 3.78 -3.57
H 1.59 3.75 -3.23
H 2.29 2.64 -4.43
H 2.12 -0.50 -1.37
H 1.01 0.12 -2.67
C -3.27 5.82 6.22
C -2.68 4.98 5.13
C -3.49 4.33 4.21
C -2.96 3.55 3.20
C -3.87 2.82 2.25
C -1.57 3.45 3.09
C -0.72 4.11 3.99
C 0.78 4.00 3.90
C -1.30 4.85 5.01
C -1.00 2.59 2.04
O -1.35 1.38 1.92
O -0.14 3.06 1.21
H -4.31 5.54 6.42
H -3.25 6.88 5.95
H -2.71 5.71 7.15
H -4.57 4.42 4.29
H -4.87 3.27 2.29
H -3.96 1.77 2.52
H -3.52 2.86 1.22
H 1.11 2.96 3.86
H 1.23 4.47 4.77
H 1.16 4.48 3.01
H -0.66 5.34 5.73
O -2.12 2.14 -0.97
C -1.42 2.74 -1.84
O -0.16 2.75 -1.75
C -2.07 3.40 -3.01
C -1.33 3.64 -4.15
C -1.94 4.21 -5.26
C -3.28 4.53 -5.15
C -4.04 4.31 -4.02
C -3.42 3.72 -2.93
N -3.95 5.15 -6.34
O -5.11 5.48 -6.21
O -3.29 5.30 -7.35
H -0.27 3.39 -4.18
H -1.40 4.41 -6.17
H -5.09 4.59 -4.00
H -3.98 3.51 -2.03
```

Calculated values
2S+1 = 1
energy relative to the best compared isomer or geometry (same formula, charge and spin) = 0.0 kcal per mole
LUMO = -0.0353 Eh

=====

Record 2
# C14H26FN4O5P

A 2-piece molecular cluster, C14H26FN4O5P overall in a non-equilibrium geometry (the ωB97M-V functional and the def2-TZVPD basis, OMol25).

The geometry in XYZ format:
```
51
C14H26FN4O5P, DFT the ωB97M-V functional and the def2-TZVPD basis
C -1.86 3.71 2.63
C -0.67 2.75 2.03
O 0.70 3.19 2.35
C -0.97 1.16 2.48
C -0.93 0.31 1.04
C -2.19 0.44 -0.05
N -2.17 -0.29 -1.40
C -3.39 -0.03 -2.32
C -3.19 1.29 -3.29
F -1.96 1.16 -4.12
C -1.00 -1.18 -1.82
C 0.29 -1.39 -0.82
C 1.53 -2.35 -1.41
C 2.65 -1.27 -2.01
N 3.83 -1.19 -1.04
N 2.01 0.10 -2.05
N 3.07 -1.60 -3.43
C 0.37 -0.63 0.66
C 1.70 -0.83 1.62
O 2.47 0.27 1.79
O 2.03 -2.16 2.21
P 1.18 -2.34 3.76
C 1.97 -0.98 4.90
O -0.53 -1.98 3.53
H -1.99 4.61 1.88
H -2.86 3.06 2.59
H -1.56 4.03 3.72
H -0.77 2.81 0.84
H 1.16 3.30 1.45
H -2.00 1.02 3.01
H -0.15 0.78 3.25
H -3.08 1.14 0.27
H -4.31 0.03 -1.60
H -3.44 -0.98 -3.03
H -4.09 1.37 -4.05
H -3.15 2.31 -2.71
H -1.07 -1.71 -2.86
H 1.08 -3.03 -2.25
H 2.02 -3.01 -0.58
H 4.41 -0.34 -1.29
H 4.43 -2.03 -1.23
H 2.69 0.87 -1.87
H 1.44 0.25 -2.91
H 2.21 -1.45 -4.04
H 3.81 -0.92 -3.78
H 1.84 0.03 4.32
H 1.36 -0.98 5.90
H 3.10 -1.26 5.11
H -0.91 -1.95 4.48
O -2.55 -2.37 -4.60
H -2.57 -1.71 -5.28
```

Calculated values
2S+1 = 1
LUMO = -0.0669 Eh

=====

Record 3
# C24H42ClN6O4

A 7-piece molecular cluster, C24H42ClN6O4 overall in a non-equilibrium geometry (the ωB97M-V functional and the def2-TZVPD basis, OMol25).

The geometry in XYZ format:
```
77
C24H42ClN6O4, DFT the ωB97M-V functional and the def2-TZVPD basis
Cl -2.16 -0.73 -1.15
O -3.40 -0.24 -0.68
O -1.63 -1.62 -0.17
O -2.22 -1.39 -2.44
O -1.14 0.26 -1.28
C 6.34 -1.72 0.75
C 5.62 -0.44 0.67
C 4.07 -0.64 0.65
C 3.54 -1.65 1.55
N 3.16 -2.42 2.33
H 6.31 -2.21 1.72
H 7.32 -1.67 0.27
H 5.85 -2.34 0.00
H 5.98 0.18 -0.15
H 5.91 0.08 1.58
H 3.60 -0.96 -0.29
H 3.52 0.27 0.88
C 2.20 -0.51 -6.14
C 2.32 -1.85 -5.35
C 3.55 -2.71 -5.54
C 4.76 -2.02 -5.86
N 5.77 -1.53 -6.08
H 3.04 0.10 -5.80
H 1.26 0.01 -5.97
H 2.46 -0.72 -7.17
H 1.42 -2.43 -5.56
H 2.27 -1.86 -4.26
H 3.35 -3.48 -6.29
H 3.72 -3.34 -4.67
C -1.56 1.10 5.59
C -2.80 0.83 4.67
C -3.31 -0.65 4.69
C -2.29 -1.74 4.81
N -1.57 -2.66 5.00
H -1.33 2.15 5.79
H -0.65 0.56 5.30
H -1.82 0.63 6.54
H -2.50 0.94 3.63
H -3.64 1.52 4.77
H -3.94 -0.83 3.83
H -3.95 -0.76 5.57
C -4.03 6.02 1.12
C -4.99 5.63 0.03
C -4.21 4.89 -1.08
C -5.01 4.52 -2.28
N -5.66 4.27 -3.13
H -3.79 5.14 1.71
H -4.50 6.76 1.78
H -3.18 6.56 0.70
H -5.29 6.56 -0.45
H -5.91 5.06 0.10
H -3.65 4.11 -0.56
H -3.48 5.59 -1.49
C -3.27 -9.36 0.11
C -3.42 -7.92 -0.35
C -2.12 -7.10 -0.56
C -1.24 -6.95 0.63
N -0.61 -6.80 1.59
H -2.60 -9.61 0.93
H -2.67 -9.84 -0.66
H -4.18 -9.94 0.27
H -4.12 -7.30 0.19
H -3.84 -7.84 -1.35
H -2.37 -6.05 -0.73
H -1.57 -7.43 -1.44
C 3.23 4.96 1.83
C 2.11 6.04 1.40
C 1.46 5.79 0.00
C 2.28 5.97 -1.19
N 2.95 6.18 -2.12
H 3.90 5.49 2.50
H 3.80 4.48 1.03
H 2.76 4.35 2.59
H 2.67 6.98 1.40
H 1.22 5.92 2.02
H 0.77 6.62 -0.16
H 1.14 4.75 -0.10
```

Calculated values
2S+1 = 1
total charge = -1
energy relative to the best compared isomer or geometry (same formula, charge and spin) = 102.2 kcal per mole
LUMO = 0.0677 Eh

=====

Record 4
# NO3P

One molecule with the formula NO3P in a non-equilibrium geometry (the ωB97M-V functional and the def2-TZVPD basis, OMol25).

The geometry in XYZ format:
```
5
NO3P, DFT the ωB97M-V functional and the def2-TZVPD basis
O 0.57 0.84 -2.03
N 0.91 0.00 -1.34
O 0.11 -0.10 -0.06
P -1.06 -0.61 1.08
O -0.53 -0.13 2.36
```

Calculated values
2S+1 = 1
energy relative to the best compared isomer or geometry (same formula, charge and spin) = 10.3 kcal per mole
LUMO = -0.0265 Eh

=====

Record 5
# C7H10

A 2-piece molecular cluster, C7H10 overall (the ωB97M-V functional and the def2-TZVPD basis, OMol25).

The geometry in XYZ format:
```
17
C7H10, DFT the ωB97M-V functional and the def2-TZVPD basis
C 0.10 -1.91 -0.41
C 0.68 -1.03 0.44
C -0.04 0.27 0.31
C -0.92 0.09 -0.86
C -0.90 -1.22 -1.22
C -0.64 0.92 1.55
C 0.46 1.60 0.82
H 0.35 -2.96 -0.49
H 1.49 -1.22 1.13
H -1.46 0.90 -1.35
H -1.46 -1.68 -2.02
H -1.65 1.27 1.42
H -0.42 0.43 2.49
H 1.44 1.63 1.29
H 0.23 2.49 0.23
H 1.63 0.03 -1.46
H 1.11 0.40 -1.87
```

Calculated values
2S+1 = 1
energy relative to the best compared isomer or geometry (same formula, charge and spin) = 62.3 kcal per mole
LUMO = 0.0395 Eh

=====

Record 6
# C19H16N2O12P2ReS

C19H16N2O12P2ReS as an isolated structure in a non-equilibrium geometry (the ωB97M-V functional and the def2-TZVPD basis, OMol25).

The geometry in XYZ format:
```
53
C19H16N2O12P2ReS, DFT the ωB97M-V functional and the def2-TZVPD basis
Re -0.09 0.12 0.80
O 5.90 -0.06 -0.34
C 4.60 -0.04 -0.07
C 4.06 0.80 0.92
C 2.70 0.83 1.10
N 1.88 0.08 0.37
C 2.37 -0.77 -0.55
C 3.72 -0.85 -0.80
C 1.26 -1.59 -1.23
O 1.54 -2.41 -2.07
O 0.08 -1.30 -0.81
C 1.98 1.73 2.13
O 2.64 2.45 2.85
O 0.71 1.65 2.06
H 6.38 0.55 0.23
H 4.68 1.43 1.55
H 4.10 -1.54 -1.55
O -0.15 -2.69 4.20
P -0.54 -1.38 3.41
O 0.37 -1.32 2.17
O -0.58 -0.18 4.26
O -2.00 -1.76 2.82
P -2.96 -0.51 2.33
O -3.07 0.39 3.62
O -4.23 -0.97 1.78
O -2.05 0.26 1.33
H -0.11 -3.48 3.65
H -2.19 0.42 4.06
N -0.56 1.60 -0.56
S -1.70 1.40 -1.72
C -1.40 2.89 -2.74
C -0.16 3.50 -2.72
C 0.08 4.59 -3.54
C -0.92 5.06 -4.39
C -2.16 4.44 -4.40
C -2.41 3.35 -3.58
C -3.24 1.97 -0.97
C -3.27 3.20 -0.33
C -4.43 3.62 0.29
C -5.56 2.81 0.25
C -5.52 1.59 -0.40
C -4.35 1.16 -1.01
H -0.69 2.49 -0.07
H 0.61 3.12 -2.07
H 1.04 5.07 -3.52
H -0.71 5.90 -5.04
H -2.94 4.81 -5.05
H -3.37 2.87 -3.59
H -2.39 3.83 -0.30
H -4.45 4.56 0.81
H -6.46 3.14 0.74
H -6.39 0.96 -0.41
H -4.31 0.19 -1.48
```

Calculated values
2S+1 = 2
energy relative to the best compared isomer or geometry (same formula, charge and spin) = 9.9 kcal per mole
LUMO (alpha / beta) = -0.0701 / -0.0566 Eh

=====

Calculated E_tot (eV), listed in the same order as above: -130657.646, -43128.439, -55212.272, -16918.723, -7418.331, -79064.076